1.
Density functional theory data (ωB97M-V with the def2-TZVPD basis set) for C46H63BFN7O2PbS as an isolated structure.

```
! wB97M-V def2-TZVPD RIJCOSX def2/J DEFGRID3
* xyz -2 1
Pb 0.363 -0.198 0.083
O 0.775 -1.689 -2.623
H 0.461 -2.426 -1.985
H 1.597 -2.000 -3.014
F 1.029 1.583 1.297
N 0.427 -1.091 3.310
C 1.082 -0.434 4.122
H 0.798 -1.966 2.944
O 3.363 -1.758 -2.415
S 3.694 -0.965 -1.213
N 2.762 -0.614 -0.107
C 6.404 -1.121 3.659
C 5.189 -1.415 3.034
C 3.971 -0.871 3.495
C 3.988 0.157 4.473
C 5.219 0.541 4.980
C 6.389 -0.113 4.674
C 2.862 0.833 5.025
C 1.510 0.557 4.915
C 0.518 1.545 5.504
C 0.703 2.068 6.772
C -0.196 2.990 7.321
C -1.395 3.258 6.642
C -1.589 2.726 5.379
C -0.646 1.889 4.784
H 7.301 -1.688 3.427
H 5.190 -2.053 2.204
H 3.056 -1.125 2.959
H 5.200 1.375 5.654
H 7.270 0.336 5.139
H 3.110 1.704 5.631
H 1.563 1.705 7.319
H 0.055 3.363 8.295
H -2.169 3.851 7.115
H -2.516 2.968 4.845
H -0.797 1.512 3.777
C -1.363 4.899 -0.450
C -0.185 4.008 -0.006
C 0.401 4.670 1.283
C 0.872 3.847 -1.100
C 2.216 4.200 -0.836
C 3.278 3.920 -1.701
C 2.953 3.332 -2.919
C 1.612 3.064 -3.290
C 1.302 2.604 -4.687
C 1.992 3.469 -5.781
C 1.799 1.120 -4.922
C 0.588 3.195 -2.322
N -0.633 2.511 -2.437
B -1.064 1.529 -1.510
N -2.332 1.036 -2.174
C -2.613 1.868 -3.252
C -1.625 2.778 -3.410
C -3.020 -0.152 -1.883
C -3.231 -1.129 -2.916
C -3.946 -2.285 -2.537
C -4.405 -2.497 -1.243
C -4.154 -1.553 -0.260
C -3.424 -0.412 -0.559
C -3.161 0.634 0.473
C -4.186 1.789 0.370
C -3.173 0.064 1.916
C -2.810 -0.933 -4.359
C -1.951 -2.132 -4.865
C -4.066 -0.755 -5.250
H -2.135 4.920 0.310
H -1.828 4.671 -1.410
H -1.055 5.967 -0.544
H -0.512 2.995 0.332
H 0.823 5.692 0.945
H 1.178 4.079 1.760
H -0.449 4.922 1.965
H 2.465 4.709 0.102
H 4.352 3.961 -1.370
H 3.756 2.918 -3.512
H 0.240 2.708 -4.906
H 3.048 3.386 -5.744
H 1.725 4.541 -5.772
H 1.666 3.089 -6.751
H 2.876 0.969 -4.727
H 1.637 0.899 -5.986
H 1.308 0.355 -4.334
H -3.475 1.756 -3.926
H -1.584 3.515 -4.171
H -4.093 -2.993 -3.322
H -4.912 -3.407 -0.917
H -4.540 -1.658 0.754
H -2.153 1.064 0.284
H -5.185 1.411 0.409
H -4.124 2.362 -0.553
H -4.065 2.498 1.189
H -4.167 -0.185 2.333
H -2.753 0.793 2.589
H -2.545 -0.857 2.024
H -2.191 -0.033 -4.390
H -2.494 -3.091 -4.857
H -1.071 -2.265 -4.244
H -1.669 -1.992 -5.921
H -4.711 -1.590 -5.151
H -3.830 -0.635 -6.341
H -4.624 0.156 -4.942
C -2.349 -5.307 0.324
N -1.005 -5.373 0.877
C -0.740 -5.978 2.200
C 0.038 -4.659 0.225
N -0.163 -3.481 -0.337
N 1.304 -5.215 0.276
C 1.577 -6.662 0.171
C 2.451 -4.316 0.052
H -2.992 -6.044 0.914
H -2.408 -5.638 -0.731
H -2.732 -4.301 0.355
H -1.476 -5.584 2.930
H 0.252 -5.649 2.504
H -0.773 -7.069 2.120
H -1.160 -3.188 -0.303
H 0.647 -7.152 -0.109
H 1.872 -7.115 1.140
H 2.285 -6.920 -0.643
H 2.069 -3.269 0.065
H 2.996 -4.490 -0.929
H 3.183 -4.341 0.896
*
```

Properties
HOMO level (spin up / spin down)   0.71 / 0.33 eV
Gap between HOMO and LUMO (spin up / spin down)   0.113 / 0.127 hartree

***

2.
Density functional theory data (ωB97M-V with the def2-TZVPD basis set) for C21H38Ag3N2O11Zn2 as an isolated structure.

```
! wB97M-V def2-TZVPD RIJCOSX def2/J DEFGRID3
* xyz 1 1
Zn 0.072 4.438 1.400
Zn -2.497 2.390 3.280
Ag -3.279 4.144 0.179
Ag 0.362 0.418 2.909
Ag 0.048 2.588 -1.748
C -0.357 5.934 -0.221
O -0.254 4.753 -0.831
O 0.793 6.178 0.319
O -1.292 5.779 0.674
C -3.807 4.581 2.935
O -2.990 4.460 3.908
O -4.023 3.425 2.416
O -3.827 5.579 2.162
C -1.553 1.938 0.867
O -1.643 1.831 -0.372
O -1.246 3.052 1.463
O -1.919 1.098 1.757
C 0.788 -3.699 5.558
C 1.473 -2.726 4.576
C 2.684 -3.530 4.004
C 2.388 -4.468 2.813
C 1.752 -3.511 1.799
C 0.391 -2.940 2.207
N 0.576 -2.262 3.504
O -0.604 -1.660 3.965
C -0.036 -1.977 1.112
C -0.547 -4.166 2.383
C 2.095 -1.541 5.333
H 0.893 -4.712 5.175
H -0.247 -3.426 5.779
H 1.239 -3.678 6.550
H 3.550 -2.929 3.730
H 2.968 -4.217 4.803
H 1.739 -5.307 3.073
H 3.217 -4.998 2.345
H 1.781 -3.903 0.780
H 2.466 -2.681 1.725
H -1.029 -1.547 1.291
H 0.673 -1.141 1.095
H -0.236 -2.449 0.153
H -0.400 -4.742 3.295
H -1.591 -3.849 2.392
H -0.350 -4.859 1.566
H 2.744 -1.868 6.152
H 1.395 -0.868 5.834
H 2.862 -0.957 4.816
H -1.094 -2.387 4.389
C -0.053 -1.241 -4.372
C 0.246 -0.085 -3.403
C 1.630 0.573 -3.740
C 1.613 1.319 -5.052
C 0.588 2.424 -4.869
C -0.876 2.044 -4.493
N -0.761 0.995 -3.496
O -2.031 0.507 -3.069
C -1.546 3.348 -4.051
C -1.569 1.602 -5.831
C 0.402 -0.525 -1.945
H -0.960 -1.732 -4.027
H 0.798 -1.907 -4.485
H -0.224 -0.680 -5.287
H 2.139 1.223 -3.021
H 2.399 -0.191 -3.911
H 1.449 0.746 -5.966
H 2.574 1.811 -5.220
H 0.509 2.773 -5.902
H 0.972 3.205 -4.207
H -1.187 4.272 -4.494
H -2.639 3.284 -4.103
H -1.616 3.510 -2.964
H -2.617 1.393 -5.619
H -1.397 2.377 -6.577
H -1.183 0.712 -6.331
H -0.482 -1.089 -1.641
H 0.559 0.274 -1.216
H 1.214 -1.252 -1.875
H -2.081 0.721 -2.126
*
```

Properties
HOMO level   -10.49 eV
Gap between HOMO and LUMO   0.172 hartree

***

3.
Density functional theory data (ωB97M-V with the def2-TZVPD basis set) for C4H8FO2Sr as an isolated structure.

```
! wB97M-V def2-TZVPD RIJCOSX def2/J DEFGRID3
* xyz 0 2
O -0.930 -0.481 2.164
C -0.682 0.859 1.891
C -0.732 1.062 0.377
O 0.203 0.116 -0.168
C 0.346 0.110 -1.594
C 0.656 -1.246 -2.116
Sr 0.173 -1.811 1.186
H 0.223 1.412 2.219
H -0.421 2.075 0.081
H -1.734 0.850 -0.029
H 1.171 0.817 -1.792
H -0.573 0.520 -2.040
H 1.682 -1.614 -2.084
H -0.150 -1.856 -2.527
H -1.372 1.389 2.659
F 2.141 -2.203 1.771
*
```

Properties
HOMO level (spin up / spin down)   -8.58 / -8.57 eV
Gap between HOMO and LUMO (spin up / spin down)   0.310 / 0.263 hartree

***

4.
Density functional theory data (ωB97M-V with the def2-TZVPD basis set) for C5H5NOS as an isolated structure.

```
! wB97M-V def2-TZVPD RIJCOSX def2/J DEFGRID3
* xyz 0 1
C -0.328 -0.128 1.209
C 0.145 -0.146 -0.148
C 0.652 1.352 -0.371
C -1.004 -0.598 -1.005
C 1.333 -0.866 -0.372
H -1.222 0.585 1.392
H -0.817 -1.038 1.513
H 0.448 0.002 1.846
H 0.045 2.327 0.150
H -0.896 -1.865 -1.422
N 2.339 -1.350 -0.947
O 1.719 1.612 -0.981
S -2.414 0.112 -0.865
*
```

Properties
HOMO level   -9.61 eV
Gap between HOMO and LUMO   0.310 hartree

***

5.
Density functional theory data (ωB97M-V with the def2-TZVPD basis set) for C2H10BCsO as an isolated structure.

```
! wB97M-V def2-TZVPD RIJCOSX def2/J DEFGRID3
* xyz 0 1
Cs 9.049 3.117 0.088
B 10.848 3.913 2.481
H 10.086 3.511 3.262
H 10.365 4.744 1.842
H 11.741 4.380 3.069
H 11.296 3.066 1.833
C 12.526 -0.116 -0.855
C 11.083 -0.385 -1.244
O 10.247 0.400 -0.415
H 13.174 -0.736 -1.479
H 12.716 -0.401 0.179
H 12.786 0.932 -0.992
H 10.921 -1.470 -1.168
H 10.956 -0.218 -2.323
H 9.330 0.269 -0.683
*
```

Properties
HOMO level   -8.29 eV
Gap between HOMO and LUMO   0.278 hartree

***

6.
Density functional theory data (ωB97M-V with the def2-TZVPD basis set) for a 7-piece molecular cluster, C25H55BN4O20P overall.

```
! wB97M-V def2-TZVPD RIJCOSX def2/J DEFGRID3
* xyz -1 1
N 4.070 -2.476 0.001
P 4.654 -1.402 -0.987
C 3.831 -1.071 -2.564
O 4.376 -1.874 -3.568
B 3.238 -2.080 -4.597
O 2.105 -1.282 -4.002
C 2.335 -1.391 -2.624
C 1.418 -0.532 -1.761
C 1.247 0.905 -2.280
C -0.184 1.450 -2.256
C -1.115 0.930 -3.361
N -1.102 -0.505 -3.606
C -1.867 -1.407 -2.911
N -2.292 -2.470 -3.478
N -2.105 -1.071 -1.565
H 4.707 -3.251 0.153
H 4.694 -0.096 -0.435
H 5.993 -1.584 -1.380
H 3.962 0.010 -2.797
H 2.967 -3.292 -4.649
H 3.548 -1.631 -5.701
H 2.249 -2.450 -2.320
H 1.837 -0.528 -0.744
H 0.449 -1.030 -1.682
H 1.857 1.590 -1.679
H 1.632 0.948 -3.306
H -0.623 1.324 -1.254
H -0.144 2.538 -2.405
H -0.782 1.385 -4.298
H -2.140 1.287 -3.174
H -1.113 -0.755 -4.586
H -2.781 -3.044 -2.793
H -1.959 -1.862 -0.947
H -1.532 -0.304 -1.243
C -1.429 -5.731 3.002
O -1.702 -5.203 1.701
C -0.736 -5.433 0.798
O 0.240 -6.112 0.980
O -1.039 -4.746 -0.294
C -0.030 -4.724 -1.320
H -2.264 -5.419 3.624
H -1.354 -6.817 2.975
H -0.501 -5.315 3.390
H 0.160 -5.716 -1.725
H 0.894 -4.305 -0.925
H -0.430 -4.076 -2.096
C 1.829 0.679 2.308
O 0.483 0.453 1.864
C -0.099 -0.626 2.381
O 0.362 -1.338 3.237
O -1.298 -0.765 1.814
C -2.027 -1.925 2.237
H 2.145 1.586 1.802
H 1.857 0.808 3.389
H 2.467 -0.154 2.018
H -2.259 -1.883 3.300
H -1.461 -2.825 2.019
H -2.941 -1.915 1.649
C -2.605 5.115 -1.396
O -1.191 5.355 -1.425
C -0.842 6.629 -1.528
O -1.601 7.567 -1.599
O 0.487 6.709 -1.538
C 1.005 8.037 -1.650
H -2.706 4.038 -1.308
H -3.060 5.617 -0.544
H -3.067 5.470 -2.316
H 0.679 8.647 -0.809
H 0.673 8.500 -2.578
H 2.084 7.923 -1.645
C -7.123 10.027 2.201
O -6.296 10.605 1.187
C -5.431 9.748 0.633
O -5.321 8.585 0.928
O -4.726 10.397 -0.286
C -3.745 9.589 -0.962
H -7.759 10.835 2.548
H -7.722 9.216 1.791
H -6.515 9.640 3.017
H -4.223 8.759 -1.477
H -3.017 9.194 -0.260
H -3.266 10.254 -1.673
C -6.006 -4.428 5.250
O -5.592 -4.038 6.566
C -4.339 -3.587 6.631
O -3.577 -3.493 5.704
O -4.070 -3.255 7.893
C -2.741 -2.749 8.092
H -7.032 -4.765 5.362
H -5.951 -3.583 4.567
H -5.377 -5.232 4.875
H -2.583 -1.851 7.499
H -2.003 -3.496 7.809
H -2.678 -2.527 9.152
C 6.162 -4.695 -3.365
O 7.455 -5.243 -3.002
C 7.927 -4.772 -1.855
O 7.368 -3.970 -1.153
O 9.123 -5.324 -1.610
C 9.722 -4.879 -0.390
H 5.914 -5.164 -4.311
H 5.422 -4.938 -2.606
H 6.212 -3.614 -3.469
H 9.089 -5.125 0.460
H 9.880 -3.802 -0.412
H 10.670 -5.404 -0.327
*
```

Properties
HOMO level   -4.43 eV
Gap between HOMO and LUMO   0.230 hartree

***

| no. | largest force on an atom (eV Å⁻¹) | E_tot (eV) |
| --- | --- | --- |
| 1 | 2.61 | -82724.428 |
| 2 | 10.15 | -156714.698 |
| 3 | 4.91 | -11923.966 |
| 4 | 12.00 | -19634.312 |
| 5 | 1.99 | -5506.006 |
| 6 | 0.70 | -83695.047 |